1.
{
  "formula": "C23H23N3O5",
  "method": "wB97M-V/def2-TZVPD",
  "elements": ["C", "O", "C", "C", "C", "C", "C", "C", "O", "C", "C", "C", "C", "C", "O", "N", "C", "C", "C", "C", "C", "N", "C", "C", "C", "C", "O", "C", "C", "N", "O", "H", "H", "H", "H", "H", "H", "H", "H", "H", "H", "H", "H", "H", "H", "H", "H", "H", "H", "H", "H", "H", "H", "H"],
  "positions_angstrom": [[-2.057, -1.507, 1.619], [-3.405, -1.171, 1.389], [-4.009, -1.614, 0.237], [-3.442, -2.572, -0.594], [-4.094, -3.016, -1.731], [-5.334, -2.503, -2.060], [-5.902, -1.537, -1.253], [-5.260, -1.074, -0.109], [-5.968, -0.117, 0.577], [-5.366, 0.660, 1.579], [-4.126, 1.353, 1.120], [-3.620, 1.604, -0.125], [-2.376, 2.226, 0.143], [-1.351, 2.648, -0.844], [-1.498, 2.509, -2.043], [-0.259, 3.187, -0.264], [0.955, 3.465, -1.000], [1.992, 2.406, -0.724], [3.193, 2.704, -0.100], [4.111, 1.710, 0.186], [3.837, 0.383, -0.142], [4.768, -0.622, 0.147], [6.167, -0.313, 0.387], [6.867, -1.664, 0.235], [5.792, -2.650, 0.672], [4.487, -1.946, 0.332], [3.399, -2.469, 0.268], [2.632, 0.081, -0.775], [1.727, 1.083, -1.058], [-2.187, 2.336, 1.438], [-3.267, 1.801, 2.048], [-1.937, -2.574, 1.829], [-1.762, -0.934, 2.497], [-1.421, -1.225, 0.774], [-2.478, -2.989, -0.349], [-3.626, -3.764, -2.352], [-5.854, -2.843, -2.941], [-6.862, -1.107, -1.488], [-5.126, 0.066, 2.470], [-6.131, 1.399, 1.848], [-4.037, 1.379, -1.083], [-0.222, 3.181, 0.745], [1.330, 4.455, -0.725], [0.679, 3.463, -2.059], [3.421, 3.726, 0.169], [5.033, 1.975, 0.680], [6.521, 0.428, -0.332], [6.302, 0.082, 1.402], [7.774, -1.725, 0.833], [7.129, -1.833, -0.811], [5.846, -3.617, 0.176], [5.811, -2.820, 1.751], [2.408, -0.939, -1.036], [0.798, 0.840, -1.553]],
  "homo_ha": -0.3056,
  "homo_lumo_gap_ev": 8.992,
  "smiles": "COc1ccccc1OCc1cc(C(=O)NCc2ccc(N3CCCC3=O)cc2)no1",
  "de_lowest_kj_mol": 421.4,
  "e_lumo_ev": 0.677
}

---

2.
{
  "formula": "C7H10N2O5",
  "method": "wB97M-V/def2-TZVPD",
  "elements": ["C", "C", "O", "C", "O", "C", "N", "O", "N", "C", "C", "O", "C", "O", "H", "H", "H", "H", "H", "H", "H", "H", "H", "H"],
  "positions_angstrom": [[-1.925, 0.710, -1.867], [-2.168, -0.254, -0.670], [-1.169, -1.218, -0.628], [-0.560, -1.504, 0.517], [-0.581, -0.764, 1.467], [0.185, -2.732, 0.459], [1.432, -2.922, 0.364], [2.442, -2.136, 0.314], [2.406, -0.697, -0.063], [2.500, 0.372, 1.044], [2.995, 1.529, 0.137], [3.458, 0.919, -1.068], [3.090, -0.321, -1.219], [3.144, -1.073, -2.169], [-2.213, 0.127, -2.758], [-2.681, 1.606, -1.813], [-0.825, 1.010, -1.855], [-3.146, -0.819, -0.910], [-2.243, 0.239, 0.227], [-0.369, -3.708, 0.524], [3.246, -0.035, 1.712], [1.558, 0.528, 1.469], [2.100, 2.261, 0.018], [3.769, 2.081, 0.613]],
  "homo_ha": -0.3677,
  "homo_lumo_gap_ev": 10.585,
  "smiles": "CCOC(=O)/C=N\\ON1CCOC1=O",
  "de_lowest_kj_mol": 551.5,
  "e_lumo_ev": 0.579
}

---

3.
{
  "formula": "C6H28O8",
  "method": "wB97M-V/def2-TZVPD",
  "elements": ["C", "O", "H", "H", "H", "H", "C", "O", "H", "H", "H", "H", "C", "O", "H", "H", "H", "H", "C", "O", "H", "H", "H", "H", "C", "O", "H", "H", "H", "H", "C", "O", "H", "H", "H", "H", "O", "H", "H", "O", "H", "H"],
  "positions_angstrom": [[10.972, -9.612, 10.808], [9.827, -9.047, 10.183], [10.723, -10.321, 11.571], [11.580, -10.057, 10.011], [11.514, -8.789, 11.213], [9.404, -8.560, 10.872], [11.079, -3.060, 9.247], [10.730, -4.348, 9.759], [11.271, -2.412, 10.101], [12.023, -3.087, 8.709], [10.266, -2.658, 8.671], [10.427, -4.820, 8.971], [6.353, -4.753, 8.725], [7.457, -3.807, 8.648], [6.189, -5.208, 9.747], [5.480, -4.309, 8.289], [6.655, -5.486, 8.019], [8.280, -4.308, 8.431], [7.620, -8.334, 7.882], [8.897, -8.170, 7.273], [6.933, -8.884, 7.233], [7.652, -8.960, 8.785], [7.254, -7.385, 8.259], [9.616, -8.468, 7.904], [8.268, -5.575, 12.174], [7.414, -6.695, 12.355], [9.265, -5.649, 12.661], [8.445, -5.525, 11.112], [7.773, -4.639, 12.427], [6.991, -6.578, 13.204], [13.014, -6.456, 7.057], [12.326, -7.501, 7.751], [13.761, -5.918, 7.672], [13.539, -6.838, 6.185], [12.308, -5.738, 6.633], [12.188, -7.335, 8.677], [8.538, -2.426, 6.579], [8.008, -2.695, 7.356], [9.036, -1.693, 6.901], [9.714, -5.329, 7.212], [9.827, -4.836, 6.397], [9.737, -6.270, 7.050]],
  "homo_ha": -0.3736,
  "homo_lumo_gap_ev": 10.759,
  "smiles": "CO.CO.CO.CO.CO.CO.O.O",
  "de_lowest_kj_mol": 386.0,
  "e_lumo_ev": 0.593
}

---

4.
{
  "formula": "C18H23AsCl3N2O3S5V",
  "method": "wB97M-V/def2-TZVPD",
  "elements": ["V", "S", "As", "S", "S", "S", "C", "N", "C", "C", "C", "N", "C", "C", "H", "H", "H", "H", "H", "H", "H", "H", "H", "H", "H", "H", "H", "H", "H", "H", "C", "C", "O", "S", "C", "C", "C", "C", "C", "C", "C", "C", "H", "H", "H", "H", "H", "H", "H", "Cl", "C", "Cl", "Cl", "C", "O", "O"],
  "positions_angstrom": [[-0.094, -0.384, 0.286], [-1.605, -4.667, 1.433], [-0.473, -3.385, 0.234], [0.861, -2.014, 1.434], [-1.636, -1.643, -0.630], [0.582, -4.343, -1.288], [-2.096, 1.816, -1.220], [-0.646, 1.612, -1.214], [-0.196, 1.523, -2.602], [0.020, 2.716, -0.516], [1.466, 2.409, -0.142], [1.587, 1.424, 0.936], [2.947, 0.886, 0.988], [1.287, 2.034, 2.232], [-2.367, 2.700, -1.815], [-2.470, 1.959, -0.209], [-2.581, 0.942, -1.655], [-0.477, 2.433, -3.153], [-0.659, 0.658, -3.075], [0.880, 1.390, -2.651], [-0.555, 2.935, 0.384], [0.010, 3.623, -1.142], [1.953, 3.353, 0.146], [1.993, 2.013, -1.011], [3.679, 1.679, 1.204], [3.193, 0.412, 0.042], [3.003, 0.132, 1.773], [2.039, 2.797, 2.481], [1.295, 1.268, 3.008], [0.309, 2.508, 2.229], [7.249, 0.969, -4.680], [7.812, -0.225, -5.409], [8.856, -0.197, -6.008], [6.886, -1.754, -5.445], [5.464, -1.490, -4.403], [4.259, -1.092, -4.969], [3.152, -0.888, -4.164], [3.232, -1.089, -2.783], [4.441, -1.531, -2.231], [5.546, -1.738, -3.036], [2.122, -0.845, -1.924], [1.214, -0.620, -1.149], [8.062, 1.471, -4.157], [6.458, 0.713, -3.983], [6.853, 1.659, -5.427], [4.201, -0.940, -6.039], [2.211, -0.570, -4.594], [4.495, -1.714, -1.166], [6.480, -2.086, -2.616], [-2.441, -1.346, 3.209], [-2.371, 0.384, 3.478], [-3.967, 0.983, 3.917], [-1.225, 0.741, 4.807], [-1.817, 1.203, 2.250], [-2.122, 2.372, 2.175], [-1.002, 0.591, 1.467]],
  "homo_ha": [-0.1674, -0.1671],
  "homo_lumo_gap_ev": [5.917, 6.433],
  "charge": -1,
  "spin_multiplicity": 2,
  "e_lumo_ev": [1.361, 1.887]
}

---

5.
{
  "formula": "H2O4PS2",
  "method": "wB97M-V/def2-TZVPD",
  "elements": ["O", "O", "O", "O", "P", "S", "S", "H", "H"],
  "positions_angstrom": [[0.432, -2.070, -0.712], [-0.534, -1.065, 1.443], [2.751, 0.734, 0.175], [-1.209, -0.059, -0.860], [-0.082, -0.932, 0.061], [1.274, 0.863, -0.021], [-1.859, 1.268, 0.016], [0.998, 0.481, -1.345], [-1.770, 0.782, 1.244]],
  "homo_ha": -0.1688,
  "homo_lumo_gap_ev": 7.636,
  "charge": -1,
  "de_lowest_kj_mol": 83.3,
  "e_lumo_ev": 3.042
}

---

6.
{
  "formula": "C5H8O",
  "method": "wB97M-V/def2-TZVPD",
  "elements": ["C", "C", "C", "C", "O", "C", "H", "H", "H", "H", "H", "H", "H", "H"],
  "positions_angstrom": [[-0.154, -1.270, 0.690], [1.051, -0.389, 0.734], [1.116, 0.430, -0.547], [-0.276, 0.677, -1.161], [-1.219, 0.802, -0.100], [-0.798, 0.077, 1.013], [-0.516, -1.665, -0.262], [-0.222, -2.015, 1.484], [0.090, 0.630, 1.528], [1.736, -0.162, -1.234], [1.651, 1.369, -0.371], [-0.570, -0.152, -1.817], [-0.327, 1.599, -1.746], [-1.562, 0.070, 1.790]],
  "homo_ha": -0.3025,
  "homo_lumo_gap_ev": 9.222,
  "de_lowest_kj_mol": 421.1,
  "e_lumo_ev": 0.990
}